(1)
Below is CsO8S2 as an isolated structure, with properties calculated with ωB97M-V/def2-TZVPD.

Values from the calculation:
Relative energy (zero: lowest compared OMol25 entry of this formula, charge and spin), eV: 2.091
Multiplicity: 1
Total charge: -3
Maximum force, eV Å⁻¹: 1.37
E_HOMO, eV: 2.6
Calculated total energy, eV: -38595.400
Lowest unoccupied orbital energy, Eh: 0.1976
HOMO-LUMO gap, eV: 2.7

XYZ file:
```
11
Properties=species:S:1:pos:R:3:lowdin_charge:R:1
Cs 3.49 23.93 -20.37 1.039
S 0.14 26.19 -19.53 0.162
O -0.02 27.23 -20.60 -0.512
O -0.49 24.92 -19.90 -0.440
O 1.63 25.96 -19.34 -0.677
O -0.44 26.70 -18.24 -0.535
S 1.52 21.73 -22.31 0.126
O 2.47 21.34 -21.19 -0.680
O 1.20 20.49 -23.09 -0.513
O 0.32 22.29 -21.67 -0.430
O 2.18 22.76 -23.18 -0.540
```

(2)
Below is C22H35IIrN3OSSeSi2 as an isolated structure, with properties calculated with ωB97M-V/def2-TZVPD.

Values from the calculation:
Relative energy (zero: lowest compared OMol25 entry of this formula, charge and spin), eV: 0.460
Multiplicity: 5
Maximum force, eV Å⁻¹: 1.45
E_HOMO (alpha / beta), eV: -6.9 / -7.4
Calculated total energy, eV: -132778.998
Lowest unoccupied orbital energy (alpha / beta), Eh: 0.0143 / -0.0607
HOMO-LUMO gap (alpha / beta), eV: 7.3 / 5.7

XYZ file:
```
67
Properties=species:S:1:pos:R:3:mulliken_spin:R:1
Ir -0.16 -1.09 -0.34 2.286
C 1.96 -3.60 -1.44 0.011
Si 2.97 -2.06 -1.06 -0.021
C 4.13 -1.82 -2.54 0.011
C 3.98 -2.29 0.53 0.004
N 1.88 -0.69 -0.86 0.567
C 2.31 0.61 -0.88 0.081
C 3.67 0.96 -0.74 0.098
C 4.10 2.27 -0.76 -0.042
C 3.18 3.30 -0.89 0.094
C 1.83 3.00 -1.00 -0.065
C 1.40 1.69 -1.00 -0.056
O 0.08 1.33 -1.06 0.096
C -0.86 2.31 -1.35 -0.028
C -0.90 2.90 -2.60 0.039
C -1.84 3.89 -2.85 0.000
C -2.74 4.27 -1.87 0.004
C -2.72 3.64 -0.64 -0.007
C -1.78 2.65 -0.37 -0.006
H 2.51 -4.23 -2.15 0.001
H 1.00 -3.36 -1.90 -0.002
H 1.77 -4.20 -0.55 0.003
H 4.82 -2.66 -2.58 0.000
H 4.71 -0.90 -2.49 -0.001
H 3.56 -1.80 -3.47 0.001
H 4.09 -3.35 0.77 -0.001
H 3.50 -1.80 1.38 0.002
H 4.98 -1.88 0.43 0.001
H 4.39 0.16 -0.60 0.001
H 5.15 2.49 -0.65 -0.001
H 3.50 4.33 -0.89 0.006
H 1.10 3.80 -1.06 -0.002
H -0.19 2.60 -3.36 0.000
H -1.87 4.36 -3.82 0.000
H -3.47 5.05 -2.07 0.000
H -3.44 3.91 0.13 0.000
H -1.73 2.16 0.59 0.000
C -4.73 -2.44 -2.26 0.017
Si -3.80 -0.90 -1.70 -0.006
C -4.54 0.63 -2.51 0.017
C -3.91 -0.72 0.17 0.015
Se -1.62 -1.13 -2.43 0.447
H -5.78 -2.40 -1.94 0.001
H -4.28 -3.34 -1.84 0.002
H -4.71 -2.54 -3.35 0.002
H -5.62 0.66 -2.32 0.000
H -4.39 0.63 -3.59 0.000
H -4.10 1.54 -2.11 -0.004
H -4.96 -0.59 0.47 0.001
H -3.34 0.14 0.52 -0.005
H -3.53 -1.61 0.67 -0.002
C -0.63 0.95 4.96 -0.001
N 0.02 -0.23 4.45 0.013
C 0.61 -1.24 5.32 0.000
C 1.12 -2.28 4.32 -0.005
N 1.17 -1.50 3.09 0.015
C 0.38 -0.42 3.17 -0.013
S -0.09 0.55 1.88 0.155
H -1.28 0.68 5.79 -0.001
H -1.23 1.39 4.16 0.002
H 0.10 1.69 5.30 -0.001
H -0.14 -1.65 5.99 0.000
H 1.42 -0.80 5.92 0.000
H 0.42 -3.11 4.21 0.006
H 2.11 -2.67 4.58 -0.002
H 1.30 -1.95 2.19 0.014
I -0.88 -3.29 0.93 0.259
```